{
  "formula": "C32H31F2N7O2S",
  "method": "ωB97M-V with the def2-TZVPD basis set",
  "symbols": ["C", "C", "N", "F", "S", "O", "O", "F", "H", "C", "C", "C", "N", "C", "C", "H", "H", "H", "H", "H", "C", "C", "C", "N", "C", "C", "H", "H", "H", "H", "H", "C", "C", "C", "N", "C", "C", "H", "H", "H", "H", "H", "C", "C", "C", "N", "C", "C", "H", "H", "H", "H", "H", "C", "C", "C", "N", "C", "C", "H", "H", "H", "H", "H", "C", "C", "C", "N", "C", "C", "H", "H", "H", "H", "H"],
  "coordinates": [[-1.705, 4.269, 2.740], [-1.276, 4.516, 1.652], [-0.796, 4.801, 0.403], [-0.902, 6.211, 0.287], [-1.905, 4.204, -0.842], [-1.200, 3.304, -1.670], [-2.566, 5.291, -1.453], [-2.919, 3.423, -0.009], [-2.316, 4.169, 3.599], [-3.383, -0.988, -0.328], [-4.022, -1.461, 0.809], [-3.747, -0.853, 2.022], [-2.897, 0.164, 2.163], [-2.289, 0.602, 1.063], [-2.497, 0.066, -0.200], [-3.575, -1.441, -1.293], [-4.718, -2.288, 0.754], [-4.224, -1.195, 2.935], [-1.596, 1.420, 1.211], [-1.973, 0.463, -1.058], [3.189, 9.120, -0.354], [4.412, 8.653, 0.098], [4.430, 7.515, 0.891], [3.336, 6.845, 1.247], [2.169, 7.309, 0.805], [2.041, 8.434, 0.005], [3.132, 10.003, -0.976], [5.334, 9.158, -0.157], [5.366, 7.114, 1.264], [1.298, 6.746, 1.112], [1.065, 8.763, -0.326], [-7.447, -4.301, -3.238], [-6.219, -4.773, -2.806], [-5.213, -3.853, -2.555], [-5.358, -2.538, -2.709], [-6.544, -2.102, -3.126], [-7.617, -2.936, -3.401], [-8.260, -4.986, -3.444], [-6.043, -5.831, -2.666], [-4.236, -4.179, -2.213], [-6.633, -1.028, -3.243], [-8.559, -2.525, -3.736], [2.824, -1.101, -1.376], [2.522, -1.536, -0.098], [1.485, -0.913, 0.579], [0.761, 0.084, 0.070], [1.065, 0.488, -1.162], [2.081, -0.068, -1.925], [3.627, -1.563, -1.936], [3.077, -2.338, 0.363], [1.213, -1.226, 1.582], [0.461, 1.301, -1.553], [2.283, 0.300, -2.921], [-2.157, -5.976, 1.637], [-0.920, -6.434, 2.060], [0.076, -5.502, 2.309], [-0.086, -4.189, 2.162], [-1.281, -3.765, 1.753], [-2.345, -4.613, 1.480], [-2.962, -6.670, 1.433], [-0.730, -7.490, 2.195], [1.058, -5.818, 2.644], [-1.383, -2.690, 1.640], [-3.293, -4.211, 1.153], [8.354, -1.882, 0.827], [7.994, -1.246, -0.350], [6.673, -1.330, -0.763], [5.729, -1.989, -0.097], [6.094, -2.595, 1.031], [7.385, -2.572, 1.535], [9.375, -1.841, 1.185], [8.718, -0.697, -0.934], [6.348, -0.843, -1.677], [5.305, -3.126, 1.554], [7.622, -3.081, 2.459]],
  "lumo_energy_ha": 0.007,
  "molar_mass_g_mol": 615.7,
  "homo_ha": -0.3307,
  "multiplicity": 1,
  "smiles": "C#CN(F)S(=O)(=O)F.c1ccncc1.c1ccncc1.c1ccncc1.c1ccncc1.c1ccncc1.c1ccncc1",
  "fmax_ev_per_a": 2.13
}